[1]
60
Properties=species:S:1:pos:R:3:forces:R:3 method="wB97M-V/def2-TZVPD" e_homo_ev="-8.13 / -8.39" spin_multiplicity=5 s2=6.02 molar_mass_g_mol=690.38 homo_lumo_gap_ev="7.48 / 7.69"
Cr -0.19092 -0.33352 1.27623 0.1 0.0 -0.1
O -3.60711 1.57070 0.96365 0.0 -0.1 0.0
C -2.67385 0.81272 0.96300 0.0 0.1 0.0
O -1.50931 1.02944 1.53475 0.0 0.1 0.1
C -2.72992 -0.57242 0.23481 0.0 -0.1 0.0
O -3.71378 -0.98395 -0.31852 0.0 0.0 0.0
O -1.57934 -1.22073 0.30655 -0.1 0.0 0.0
F 3.75900 -6.08489 5.05690 0.0 0.0 0.0
C 4.56981 -5.55693 4.12430 0.0 0.0 0.0
F 5.50221 -4.84011 4.78002 0.0 0.0 0.0
F 5.19951 -6.57294 3.51753 0.0 0.0 0.0
C 3.80620 -4.69795 3.15334 0.0 0.0 0.0
C 3.15710 -3.56962 3.63778 0.0 0.0 0.0
C 2.44630 -2.76280 2.76592 0.0 0.0 0.0
C 2.39187 -3.07729 1.40922 0.0 0.0 -0.1
C 3.03648 -4.21664 0.93806 0.0 0.0 0.0
C 3.74406 -5.02995 1.80956 0.0 0.0 0.0
P 1.50307 -1.94440 0.29730 0.0 0.1 0.1
C 1.01383 -2.98356 -1.10926 0.0 0.0 0.0
C 1.87925 -3.25016 -2.17272 0.0 0.0 0.0
C 1.48582 -4.09938 -3.19007 0.0 0.0 0.0
C 0.22448 -4.68065 -3.14617 0.0 0.0 0.0
C -0.64733 -4.41010 -2.10609 0.0 0.0 0.0
C -0.25514 -3.55494 -1.08566 0.0 0.0 0.0
C -0.16411 -5.61172 -4.26315 0.0 0.0 0.0
F -0.06480 -5.00802 -5.46153 0.0 0.0 0.0
F -1.41590 -6.06761 -4.14306 0.0 0.0 0.0
F 0.65116 -6.68468 -4.30479 0.0 0.0 0.0
C 2.84205 -0.90956 -0.40202 0.0 0.0 0.0
C 2.46684 0.06632 -1.32824 0.0 0.0 0.0
C 3.41467 0.90541 -1.89052 0.0 0.0 0.0
C 4.74657 0.77904 -1.51297 0.0 0.0 0.0
C 5.13032 -0.17751 -0.58513 0.0 0.0 0.0
C 4.17781 -1.02158 -0.03241 0.0 0.0 0.0
C 5.77665 1.72882 -2.05274 0.0 0.0 0.0
F 5.97586 2.76512 -1.18302 0.0 0.0 0.0
F 5.41371 2.27781 -3.21469 0.0 0.0 0.0
F 6.96926 1.14881 -2.22070 0.0 0.0 0.0
H 3.20437 -3.32946 4.69208 0.0 0.0 0.0
H 1.93519 -1.88296 3.13786 0.0 0.0 0.0
H 2.98019 -4.47712 -0.11101 0.0 0.0 0.0
H 4.24380 -5.91674 1.44631 0.0 0.0 0.0
H 2.86192 -2.79574 -2.20370 0.0 0.0 0.0
H 2.15065 -4.31158 -4.01730 0.0 0.0 0.0
H -1.63626 -4.84559 -2.09732 0.0 0.0 0.0
H -0.95179 -3.29389 -0.30104 0.0 0.0 0.0
H 1.42676 0.15821 -1.62387 0.0 0.0 0.0
H 3.12353 1.64841 -2.62082 0.0 0.0 0.0
H 6.17041 -0.27097 -0.30117 0.0 0.0 0.0
H 4.48297 -1.77338 0.68389 0.0 0.0 0.0
N 3.83407 2.61975 1.09805 0.0 0.0 0.0
C 3.91584 2.69425 2.43309 0.0 0.0 -0.1
N 4.88156 3.45055 2.97355 0.0 0.0 0.0
N 3.10378 2.05953 3.26035 0.1 0.0 0.1
C 2.19177 1.29379 2.74357 -0.1 0.0 0.0
N 1.36468 0.60523 2.31523 -0.1 0.0 -0.1
H 4.53606 3.01689 0.49766 0.0 0.0 0.0
H 3.13885 2.02575 0.67388 0.0 0.0 0.0
H 5.43829 4.07166 2.41618 0.0 0.0 0.0
H 4.88433 3.55285 3.97308 0.0 0.0 0.0

***

[2]
54
Properties=species:S:1:pos:R:3:forces:R:3 method="wB97M-V/def2-TZVPD" e_homo_ev=-11.51 molar_mass_g_mol=702.31 total_charge=+1 homo_lumo_gap_ev=8.36
Y 1.55702 -1.39547 1.89418 0.0 0.0 0.0
O 4.60427 -0.02786 -0.61062 0.0 0.0 0.0
N 3.92953 0.97140 0.09669 0.0 0.0 -0.1
C 2.54014 0.94121 -0.25744 0.0 0.0 0.0
C 1.72264 2.17851 -0.24081 0.0 0.0 0.0
C 2.26680 3.39829 -0.60800 0.0 0.0 0.0
C 1.47903 4.54057 -0.57444 0.0 0.0 0.0
C 0.15686 4.46006 -0.16694 0.0 0.0 0.0
C -0.38625 3.23981 0.21194 0.0 0.0 0.0
C 0.38814 2.08598 0.17500 0.0 0.0 0.0
P -0.31526 0.48312 0.70563 0.1 0.0 0.0
C -1.06144 -0.24457 -0.77875 0.0 0.0 0.0
C -0.75171 0.21956 -2.05464 0.0 0.0 0.0
C -1.29329 -0.40630 -3.17035 0.0 0.0 0.0
C -2.15791 -1.47923 -3.01592 0.0 0.0 0.0
C -2.47059 -1.94439 -1.74394 0.0 0.0 0.0
C -1.91154 -1.34309 -0.62850 0.0 0.0 0.0
C -1.65556 0.88977 1.84605 0.0 0.0 0.0
C -1.33246 1.01599 3.19726 0.0 0.0 0.0
C -2.31340 1.35492 4.11503 0.0 0.0 0.0
C -3.61834 1.56073 3.68824 0.0 0.0 0.0
C -3.94335 1.43420 2.34455 0.0 0.0 0.0
C -2.96467 1.10061 1.42019 0.0 0.0 0.0
H 5.53243 0.11685 -0.38147 0.0 0.0 0.0
H 2.28764 0.18206 -0.99811 0.0 0.0 0.0
H 3.30418 3.45091 -0.91132 0.0 0.0 0.0
H 1.90225 5.49360 -0.86114 0.0 0.0 0.0
H -0.45536 5.35105 -0.13429 0.0 0.0 0.0
H -1.41328 3.19108 0.55004 0.0 0.0 0.0
H -0.11121 1.08392 -2.18310 0.0 0.0 0.0
H -1.05178 -0.04067 -4.15956 0.0 0.0 0.0
H -2.58861 -1.95715 -3.88563 0.0 0.0 0.0
H -3.14031 -2.78517 -1.62124 0.0 0.0 0.0
H -2.14872 -1.72197 0.36048 0.0 0.0 0.0
H -0.31030 0.86803 3.53428 0.0 0.0 0.0
H -2.06201 1.45436 5.16231 0.0 0.0 0.0
H -4.38547 1.81911 4.40576 0.0 0.0 0.0
H -4.96054 1.59549 2.01391 0.0 0.0 0.0
H -3.22179 1.00190 0.37299 0.0 0.0 0.0
O 2.35596 -0.17204 3.37209 0.0 0.0 0.1
S 2.75911 1.17631 2.55220 0.0 0.0 0.0
N 2.98400 0.35386 1.01905 0.1 0.0 0.0
F 1.54838 -3.45498 -3.88390 0.0 0.0 0.0
C 1.30780 -3.54019 -2.58618 0.0 0.0 0.0
C 2.25615 -3.12632 -1.67096 0.0 0.0 0.0
F 3.42468 -2.64524 -2.07003 0.0 0.0 0.0
C 1.95272 -3.22628 -0.32351 0.0 0.0 -0.1
F 2.93747 -2.79739 0.55610 0.0 0.0 0.1
C 0.75066 -3.69912 0.18699 0.0 0.0 0.0
Se 0.31139 -3.82292 2.05498 0.1 0.0 0.0
C -0.17152 -4.10751 -0.77657 0.0 0.0 0.0
F -1.35223 -4.58211 -0.39856 0.0 0.0 0.0
C 0.09671 -4.04415 -2.13073 0.0 0.0 0.0
F -0.80704 -4.44918 -3.00930 0.0 0.0 0.0

***

[3]
53
Properties=species:S:1:pos:R:3:forces:R:3 method="wB97M-V/def2-TZVPD" e_homo_ev=-14.53 molar_mass_g_mol=588.65 total_charge=+2 homo_lumo_gap_ev=7.30
Zr -0.36521 -0.09697 -1.63541 -0.1 -0.2 0.1
F -2.62227 2.01414 0.79598 0.0 0.0 0.0
C -2.00382 2.60659 -0.23468 0.0 0.0 0.0
C -1.16039 1.87337 -1.05465 0.0 0.0 0.0
C -0.58094 2.58574 -2.08111 0.0 0.1 0.0
F 0.24283 1.80675 -2.91488 0.0 0.0 0.0
C -0.75180 3.92111 -2.35774 0.0 0.0 0.0
F -0.15760 4.52352 -3.36818 0.0 0.0 0.0
C -1.59782 4.61217 -1.49652 0.0 0.0 0.1
F -1.81000 5.89228 -1.68244 0.0 0.0 0.0
C -2.22417 3.95728 -0.43341 0.0 0.0 -0.1
F -3.01740 4.64143 0.36679 0.0 0.0 0.0
N 3.91332 -0.73063 -1.17926 0.0 0.0 0.0
C 2.67822 -0.57897 -0.72288 0.0 -0.1 0.0
N 1.78944 -0.49789 -1.71348 0.0 0.1 0.0
C 2.53707 -0.59629 -2.90986 0.0 0.0 0.0
C 2.13276 -0.55470 -4.24242 0.0 0.0 0.0
C 3.12198 -0.67861 -5.19521 0.0 0.0 0.0
C 4.47275 -0.83758 -4.84215 0.0 0.0 0.0
C 4.87968 -0.87496 -3.52586 0.0 0.0 0.0
C 3.87712 -0.74845 -2.57149 0.0 0.0 0.0
H 4.73718 -0.81871 -0.60198 0.0 0.0 0.0
H 2.43858 -0.54078 0.32829 0.0 0.0 0.0
H 1.09716 -0.42738 -4.53456 0.0 0.0 0.0
H 2.85477 -0.65114 -6.24235 0.0 0.0 0.0
H 5.21176 -0.92993 -5.62567 0.0 0.0 0.0
H 5.91959 -0.99328 -3.25462 0.0 0.0 0.0
C -2.54284 -2.68554 -2.99734 0.0 0.0 0.0
C -1.65500 -1.58597 -2.60311 0.0 0.1 0.0
O -1.34111 -0.65971 -3.39532 0.0 0.0 0.0
H -2.81240 -2.64137 -4.05111 0.0 0.0 0.0
H -3.43952 -2.62741 -2.37110 0.0 0.0 0.0
H -2.07334 -3.64001 -2.74864 0.0 0.0 0.0
N -1.52046 0.83162 9.03332 0.0 0.0 0.0
C -1.42729 0.50417 7.93744 0.0 0.0 0.0
C -1.30371 0.09573 6.56421 0.0 0.0 0.0
C -1.98714 0.79252 5.57073 0.0 0.0 0.0
C -1.87025 0.39921 4.24919 0.0 0.0 0.0
C -1.05676 -0.67935 3.94098 0.0 0.0 0.1
C -0.37162 -1.38451 4.91722 0.0 0.0 0.0
C -0.50112 -0.99600 6.23836 0.0 0.0 0.0
N -0.92193 -1.08037 2.56565 0.0 0.0 0.0
C -1.00935 -2.36914 2.07544 0.0 0.0 0.0
C -0.87061 -2.27999 0.73358 0.0 0.0 0.0
N -0.68993 -0.94388 0.38883 0.0 0.0 -0.1
C -0.73002 -0.25951 1.53687 0.0 0.0 0.0
H -2.61828 1.62805 5.83887 0.0 0.0 0.0
H -2.42763 0.91142 3.47501 0.0 0.0 0.0
H 0.26708 -2.21765 4.65395 0.0 0.0 0.0
H 0.02354 -1.52885 7.01878 0.0 0.0 0.0
H -1.19547 -3.20932 2.72117 0.0 0.0 0.0
H -0.90307 -3.06005 -0.00604 0.0 0.0 0.0
H -0.63456 0.80780 1.64283 0.0 0.0 0.0

***

[4]
66
Properties=species:S:1:pos:R:3:forces:R:3 method="wB97M-V/def2-TZVPD" e_homo_ev="-3.22 / -3.31" spin_multiplicity=5 s2=6.03 molar_mass_g_mol=888.58 total_charge=-2 homo_lumo_gap_ev="6.76 / 6.37"
Ru -0.48586 0.21643 -1.04761 -1.6 0.5 -0.4
O -3.62860 -0.25763 -3.76478 0.2 0.1 0.1
C -3.05668 -0.50209 -2.71239 -0.1 0.0 -0.1
O -2.10802 0.26351 -2.24683 0.4 0.2 0.2
C -3.52833 -1.64796 -1.87268 0.0 0.2 0.1
C -4.79662 -2.09917 -2.10760 -0.2 -0.2 0.0
C -5.35906 -3.12076 -1.33353 0.6 0.3 0.1
C -4.63594 -3.64516 -0.27377 -0.1 -0.1 0.1
C -3.36685 -3.19134 -0.00607 -0.1 0.4 -0.5
C -2.69894 -2.20505 -0.84057 0.1 -0.2 0.2
O -1.48330 -1.91361 -0.71359 0.2 -0.1 0.3
N -2.73646 -3.73024 1.17662 0.0 -0.3 0.3
O -1.91566 -3.06101 1.76587 -0.1 0.0 0.0
O -3.10345 -4.83786 1.56264 0.1 0.1 0.0
N -6.68310 -3.57901 -1.59064 -0.5 -0.2 -0.1
O -7.14883 -4.47024 -0.88552 0.1 0.1 0.0
O -7.31579 -3.06862 -2.50874 0.1 0.0 0.0
H -5.37254 -1.65168 -2.90427 0.1 0.0 0.0
H -5.07961 -4.39014 0.36879 0.0 0.0 0.0
O 3.69473 -0.24137 0.91749 0.0 -0.1 0.1
C 4.09845 0.95180 0.49384 0.0 0.3 -0.1
C 5.32922 1.42066 0.97656 0.1 0.0 0.1
C 5.87069 2.60660 0.53152 0.0 0.0 0.0
C 5.19635 3.37521 -0.41277 0.1 0.1 0.0
C 3.95866 2.95950 -0.86007 0.1 -0.1 0.1
C 3.37973 1.77402 -0.39924 0.0 -0.2 0.2
C 2.00547 1.44614 -0.83620 -0.2 0.5 -0.6
O 1.28938 0.59856 -0.17160 -0.5 -0.5 0.4
N 1.55102 2.08931 -1.87072 1.0 0.3 0.2
N 0.27189 1.75835 -2.20490 -1.1 0.3 -0.6
C -0.19942 2.52462 -3.15014 0.8 -0.1 0.6
S 0.88681 3.83523 -3.62097 0.1 0.1 -0.4
C 0.02621 4.20239 -5.17701 0.2 -0.2 0.3
C -1.44616 3.97315 -4.96971 -0.3 -0.3 0.3
S -1.71793 2.43430 -3.98087 0.0 0.0 -0.2
H 3.12875 -0.69175 0.22693 0.1 0.0 0.0
H 5.85522 0.80776 1.69735 0.0 -0.1 0.0
H 6.83461 2.92903 0.90841 0.0 0.0 0.0
H 5.63575 4.29485 -0.77851 0.0 0.0 0.0
H 3.39845 3.54849 -1.57197 0.0 0.0 0.0
H 0.43335 3.54043 -5.94069 -0.1 0.0 -0.1
H 0.24855 5.23911 -5.43181 0.0 0.0 -0.1
H -1.96877 3.81574 -5.91328 -0.1 0.0 0.0
H -1.90738 4.80482 -4.43666 0.0 0.0 0.0
O -0.92413 2.01284 2.11717 0.0 -0.1 -0.1
C -0.78668 0.81422 1.91470 0.0 0.3 0.2
O -1.33044 0.18568 0.90712 0.6 -0.3 -0.3
C 0.00325 0.00543 2.92946 -0.2 0.1 -0.4
C 0.60956 -1.23306 2.67171 -0.1 0.4 0.4
C 1.40665 -1.84785 3.65276 0.1 -0.2 0.0
C 1.50044 -1.24119 4.87161 -0.1 0.2 0.1
O 2.16543 -1.67942 5.99953 0.1 -0.1 -0.2
C 1.88407 -0.72719 7.00743 0.1 0.0 0.5
O 1.12010 0.32796 6.46302 0.0 0.1 -0.1
C 0.86987 -0.03925 5.14380 0.1 -0.1 -0.1
C 0.14692 0.61124 4.18711 0.0 -0.1 0.3
H -0.37659 -1.72657 1.11299 0.0 0.1 -0.1
H 1.89173 -2.78675 3.42858 0.0 0.0 0.0
H 2.82244 -0.33092 7.41619 0.0 0.0 -0.1
H 1.32384 -1.21057 7.82175 0.0 0.0 -0.1
H -0.32805 1.56546 4.36225 0.0 0.0 0.0
O 2.81282 -1.49276 -1.19695 0.1 0.2 0.4
Se 1.27790 -1.97274 -1.54152 1.3 -0.9 -0.9
O 0.69073 -0.95891 -2.73724 -0.5 0.3 0.6
O 0.49549 -1.90100 1.51716 0.0 -0.1 -0.4
O 1.37466 -3.47995 -2.13895 -0.4 -0.5 0.1